C31H48O2P2Sn | the ωB97M-V functional and the def2-TZVPD basis

## Properties
E_HOMO (alpha / beta)   -10.81 / -10.81 eV
HOMO-LUMO gap (alpha / beta)   0.0880 / 0.1200 hartree
Lowest unoccupied orbital energy (alpha / beta)   -0.3094 / -0.2774 Ha
ΔE to the lowest compared entry with this formula, charge and spin   649.85 kJ/mol
2S+1   1
Net charge   +2
Energy   -61405.532 eV

```
84
C31H48O2P2Sn, DFT the ωB97M-V functional and the def2-TZVPD basis
Sn 0.003 0.197 1.873
C 0.346 1.404 3.926
C -1.099 1.376 3.598
C -0.366 -0.893 3.883
C 0.806 -0.029 4.058
C -1.555 -0.045 3.613
C 1.145 2.584 4.156
H 0.794 3.437 3.575
H 2.211 2.420 3.914
H 1.096 2.843 5.215
C 2.140 -0.469 4.385
H 2.894 0.329 4.257
H 2.434 -1.311 3.742
H 2.184 -0.790 5.425
C -0.390 -2.332 4.081
H -0.437 -2.535 5.159
H 0.517 -2.795 3.674
H -1.256 -2.804 3.606
C -2.937 -0.508 3.497
H -3.390 -0.528 4.500
H -2.997 -1.522 3.082
H -3.544 0.154 2.877
C -1.969 2.534 3.528
H -2.416 2.692 4.523
H -2.789 2.404 2.816
H -1.423 3.444 3.262
C 1.301 0.900 0.239
C 0.826 2.083 0.954
C -0.238 2.967 0.444
C -1.450 2.202 -0.106
C -1.723 0.934 0.617
C -1.232 -0.371 0.151
C -0.376 -0.502 -1.049
C 0.813 0.480 -1.080
H 0.195 3.639 -0.326
H -1.322 2.001 -1.178
H -0.564 3.635 1.266
H 0.558 1.365 -1.689
H 2.268 0.526 0.580
H 1.511 2.484 1.686
H 1.659 -0.010 -1.611
H 0.014 -1.540 -1.067
H -1.800 -1.241 0.472
H -0.999 -0.390 -1.959
H -2.356 2.839 -0.024
H -2.591 0.895 1.258
P -1.452 -1.756 -5.077
P -3.634 -4.056 -5.254
C -2.110 -2.198 -6.771
C -2.726 -3.601 -6.825
H -1.267 -2.134 -7.469
H -2.848 -1.438 -7.075
H -3.451 -3.661 -7.644
H -1.947 -4.359 -7.016
C -3.995 -5.828 -5.616
H -4.700 -6.215 -4.865
H -3.073 -6.424 -5.538
H -4.427 -5.971 -6.614
C -5.284 -3.331 -5.683
H -5.637 -3.660 -6.668
H -5.223 -2.236 -5.671
H -6.021 -3.634 -4.923
C 0.348 -1.680 -5.496
H 0.905 -1.279 -4.637
H 0.542 -1.048 -6.373
H 0.725 -2.693 -5.696
C -1.825 0.052 -5.069
H -2.908 0.213 -4.956
H -1.484 0.550 -5.985
H -1.330 0.519 -4.203
O 4.082 1.702 3.945
C 3.757 1.412 2.784
O 2.666 1.004 2.411
C 5.077 1.905 2.050
C 5.098 3.361 2.238
C 5.944 3.944 3.134
C 6.900 3.223 3.839
C 7.035 1.866 3.550
C 6.220 1.229 2.662
H 4.232 3.940 1.877
H 5.817 5.015 3.403
H 7.496 3.690 4.631
H 7.766 1.287 4.151
H 6.237 0.132 2.644
```

C2H4N3S | the ωB97M-V functional and the def2-TZVPD basis

## Properties
⟨S²⟩   2.008
E_HOMO (alpha / beta)   -12.23 / -15.84 eV
HOMO-LUMO gap (alpha / beta)   0.2867 / 0.2527 hartree
Lowest unoccupied orbital energy (alpha / beta)   -0.1628 / -0.3296 Ha
2S+1   3
Net charge   +1
Energy   -17431.612 eV

```
10
C2H4N3S, DFT the ωB97M-V functional and the def2-TZVPD basis
C -0.934 0.502 1.181
C -1.259 1.155 0.005
N 0.011 -0.410 0.994
N 0.470 -0.478 -0.212
N 1.461 -1.378 -0.612
S -0.203 0.704 -1.281
H -1.355 0.533 2.166
H -1.874 2.074 -0.263
H 1.304 -1.539 -1.634
H 2.379 -1.163 -0.344
```

C68H122O33 | the ωB97M-V functional and the def2-TZVPD basis

## Properties
E_HOMO   -9.40 eV
HOMO-LUMO gap   0.3521 hartree
Lowest unoccupied orbital energy   0.0067 Ha
2S+1   1
Net charge   0
Energy   -140050.604 eV

```
223
C68H122O33, DFT the ωB97M-V functional and the def2-TZVPD basis
C -0.884 2.857 -6.594
O 0.234 2.993 -5.722
C 0.933 1.872 -5.532
O 0.565 0.750 -5.865
O 2.180 2.134 -5.063
C 2.618 3.451 -4.724
H -0.481 2.646 -7.584
H -1.376 3.829 -6.640
H -1.521 2.046 -6.242
H 3.605 3.410 -4.263
H 1.833 3.840 -4.076
H 2.624 3.960 -5.688
C 1.613 4.471 4.646
O 1.829 3.049 4.770
C 1.343 2.180 3.886
O 0.656 2.486 2.834
O 1.660 0.961 4.300
C 0.850 -0.137 3.958
H 2.452 4.873 4.078
H 1.693 4.757 5.695
H 0.738 4.782 4.076
H 1.646 -0.804 3.628
H 0.106 0.187 3.231
H 0.253 -0.547 4.772
C 1.537 -1.980 -6.828
O 1.836 -2.946 -7.779
C 2.647 -2.872 -8.870
O 2.812 -3.876 -9.507
O 3.003 -1.552 -9.161
C 3.938 -1.205 -10.160
H 1.905 -2.116 -5.811
H 0.454 -1.942 -6.714
H 2.056 -1.069 -7.125
H 3.623 -1.700 -11.079
H 4.932 -1.608 -9.968
H 4.071 -0.125 -10.109
C 8.387 -1.782 5.287
O 7.850 -1.960 3.989
C 6.662 -2.481 3.986
O 6.205 -3.234 4.892
O 6.100 -2.096 2.892
C 4.855 -2.653 2.451
H 9.289 -1.178 5.192
H 8.656 -2.777 5.639
H 7.784 -1.202 5.986
H 5.023 -2.689 1.375
H 3.992 -2.075 2.781
H 4.770 -3.738 2.517
C -1.889 -1.575 -4.534
C -3.055 -1.645 -3.654
C -2.787 -2.818 -2.721
O -1.462 -3.240 -2.899
C -0.773 -2.257 -3.761
H -1.553 -0.592 -4.864
H -2.069 -2.135 -5.452
H -4.016 -1.788 -4.148
H -3.064 -0.687 -3.134
H -3.447 -3.637 -3.008
H -2.883 -2.568 -1.664
H -0.194 -2.898 -4.427
H -0.282 -1.513 -3.133
C -1.701 7.220 1.483
C -1.564 8.305 2.493
C -0.259 8.133 3.143
O 0.529 7.630 2.058
C -0.320 6.880 1.071
H -2.349 7.499 0.653
H -2.149 6.428 2.085
H -2.376 8.153 3.204
H -1.707 9.310 2.097
H -0.168 7.332 3.876
H 0.094 9.043 3.628
H -0.172 5.820 1.279
H -0.195 7.063 0.004
C -1.715 5.593 -3.537
C -2.777 4.543 -4.051
C -3.472 4.158 -2.847
O -3.413 5.327 -2.092
C -2.299 6.074 -2.216
H -1.569 6.484 -4.148
H -0.767 5.060 -3.462
H -2.460 3.591 -4.475
H -3.552 4.881 -4.738
H -2.964 3.347 -2.327
H -4.508 3.819 -2.884
H -1.618 5.835 -1.400
H -2.492 7.145 -2.268
C -4.297 4.192 0.853
C -4.851 3.843 2.346
C -6.387 4.186 2.127
O -6.554 4.286 0.760
C -5.468 4.846 0.045
H -4.010 3.208 0.482
H -3.455 4.875 0.734
H -4.468 4.556 3.076
H -4.670 2.849 2.753
H -6.640 4.946 2.866
H -6.843 3.300 2.566
H -5.451 5.936 0.069
H -5.491 4.464 -0.975
C 2.310 -6.142 -1.572
C 3.075 -5.727 -0.322
C 3.162 -4.227 -0.537
O 2.254 -3.828 -1.521
C 1.486 -4.966 -1.872
H 1.788 -7.094 -1.473
H 2.851 -6.133 -2.518
H 4.089 -6.128 -0.317
H 2.731 -6.035 0.666
H 4.139 -3.778 -0.717
H 2.715 -3.807 0.364
H 1.041 -4.943 -2.866
H 0.580 -4.942 -1.267
C 1.482 -4.579 4.452
C 0.889 -4.096 3.144
C -0.651 -4.326 3.264
O -0.671 -5.465 4.113
C 0.612 -5.853 4.514
H 1.165 -3.902 5.245
H 2.563 -4.697 4.380
H 1.475 -4.791 2.542
H 1.301 -3.100 2.982
H -1.055 -4.575 2.282
H -1.107 -3.444 3.716
H 1.100 -6.593 3.879
H 0.615 -6.183 5.552
C -4.943 -5.572 3.110
C -5.862 -5.241 4.318
C -6.686 -3.994 3.890
O -5.807 -3.434 2.943
C -4.594 -4.191 2.784
H -5.354 -6.063 2.228
H -4.054 -6.126 3.410
H -5.242 -5.143 5.209
H -6.512 -6.114 4.378
H -6.905 -3.250 4.656
H -7.543 -4.250 3.267
H -3.853 -3.758 3.456
H -4.020 -4.130 1.859
O -1.747 -2.000 1.695
C -1.358 -1.327 0.737
O -1.985 -0.313 0.222
C -1.234 0.425 -0.705
C 0.219 0.026 -0.630
C 0.003 -1.307 0.050
H -1.386 1.504 -0.725
H -1.577 0.038 -1.665
H 0.719 0.802 -0.050
H 0.697 -0.147 -1.595
H 0.731 -1.438 0.851
H 0.109 -2.139 -0.645
O 4.684 1.069 1.826
C 5.354 1.574 2.689
O 6.695 1.549 2.488
C 7.406 1.990 3.670
C 6.279 2.112 4.715
C 4.950 2.220 3.970
H 7.673 3.045 3.598
H 8.179 1.282 3.966
H 6.519 2.914 5.413
H 6.268 1.234 5.361
H 4.667 3.231 3.676
H 4.188 1.659 4.511
O -2.528 -6.191 0.620
C -2.389 -6.680 -0.452
O -1.196 -7.123 -0.909
C -1.331 -7.529 -2.312
C -2.464 -6.796 -2.776
C -3.360 -6.757 -1.493
H -1.521 -8.596 -2.432
H -0.467 -7.167 -2.869
H -3.072 -7.222 -3.573
H -2.230 -5.784 -3.107
H -3.940 -7.680 -1.465
H -4.066 -5.936 -1.372
O -3.337 1.750 7.036
C -3.257 0.801 6.272
O -4.224 -0.008 6.124
C -4.088 -0.932 5.018
C -2.599 -0.780 4.668
C -2.159 0.542 5.402
H -4.665 -0.521 4.190
H -4.310 -1.962 5.298
H -2.598 -0.767 3.578
H -2.093 -1.704 4.946
H -2.022 1.464 4.836
H -1.206 0.472 5.927
O 4.706 3.826 -2.264
C 3.752 4.214 -1.511
O 3.507 5.491 -1.228
C 2.825 5.680 0.035
C 2.431 4.361 0.526
C 2.882 3.345 -0.591
H 1.877 6.111 -0.288
H 3.419 6.395 0.604
H 1.398 4.329 0.871
H 3.005 4.234 1.443
H 2.123 2.723 -1.066
H 3.657 2.732 -0.133
O 7.805 1.870 -2.388
C 6.861 1.352 -3.026
O 6.602 1.716 -4.355
C 5.376 1.089 -4.714
C 4.723 0.456 -3.387
C 5.870 0.271 -2.494
H 5.500 0.320 -5.477
H 4.719 1.815 -5.192
H 4.220 -0.504 -3.506
H 3.914 1.066 -2.983
H 6.513 -0.608 -2.554
H 5.626 0.336 -1.434
O -5.117 0.907 -2.391
C -5.311 0.139 -1.444
O -5.680 -1.068 -1.665
C -6.146 -1.777 -0.609
C -5.967 -0.819 0.553
C -5.226 0.442 0.075
H -5.595 -2.701 -0.434
H -7.200 -1.915 -0.853
H -5.368 -1.249 1.356
H -6.956 -0.645 0.977
H -4.163 0.374 0.310
H -5.631 1.416 0.350
```

CHN3O2 | the ωB97M-V functional and the def2-TZVPD basis

## Properties
E_HOMO   -10.83 eV
HOMO-LUMO gap   0.4188 hartree
Lowest unoccupied orbital energy   0.0209 Ha
ΔE to the lowest compared entry with this formula, charge and spin   117.01 kJ/mol
2S+1   1
Net charge   0
Energy   -9616.193 eV

```
7
CHN3O2, DFT the ωB97M-V functional and the def2-TZVPD basis
N -2.806 -1.183 -2.546
N -2.123 -0.795 -1.763
O -1.256 -0.510 -1.038
N 0.401 0.987 0.637
C -0.530 1.442 -0.013
O -1.390 2.165 -0.301
H 0.560 0.045 0.619
```